168
Properties=species:S:1:pos:R:3:forces:R:3 method="wB97M-V/def2-TZVPD" total_charge=0 homo_lumo_gap_ev=5.87 fmax_ev_per_a=6.60 homo_energy_ev=-7.44 molar_mass_g_mol=1259.094 smiles="C[C@H](I)Cc1nc2c(S(C)(=O)=O)c(P(C)C)c(COCOCCO)c(Br)c2nc1CCCBr.CCOCC.CCOCC.CCOCC.CCOCC.CCOCC.CCOCC.CCOCC" e_lumo_ev=-1.56
C 5.37139 4.80054 -1.41462 -1.49 0.32 -0.09
C 4.43396 3.69614 -2.16993 2.78 0.13 -0.10
I 2.32097 4.17738 -1.97356 0.87 -0.02 -0.19
C 4.86381 2.24555 -1.60626 -0.68 -1.01 -0.86
C 3.67995 1.39599 -0.95461 -1.86 -1.64 0.38
N 2.79361 0.72315 -1.83337 0.76 0.48 4.83
C 1.78999 -0.05343 -1.16025 -0.10 -0.09 -0.13
C 0.79710 -0.86488 -2.10346 -1.60 -0.84 4.86
S 1.06621 -0.76849 -3.92640 2.87 -1.98 -5.18
C 0.49927 0.92841 -4.51642 0.09 0.97 1.21
O 0.36200 -1.81602 -4.74309 0.32 2.39 2.80
O 2.54052 -0.83861 -4.32965 -3.40 0.74 2.38
C -0.34790 -1.69290 -1.41261 2.02 1.23 1.75
P -1.61959 -2.65998 -2.42253 0.36 0.86 -2.29
C -3.40292 -2.28850 -1.91662 -0.74 -1.21 1.92
C -1.22003 -4.50716 -2.38736 0.22 -0.99 0.15
C -0.49466 -1.77167 0.17684 3.85 2.68 0.17
C -1.60593 -2.63069 0.93157 0.58 -1.29 -1.04
O -2.87138 -1.96036 1.15085 1.47 1.37 -0.31
C -2.75880 -0.52519 1.12566 -1.22 1.25 0.77
O -4.02253 -0.02150 1.67732 1.40 0.27 -1.45
C -4.64979 0.90962 0.76330 -2.08 0.04 0.86
C -6.00900 1.41119 1.51489 0.34 0.55 0.38
O -7.15121 1.48511 0.61785 1.01 0.84 -0.02
C 0.54589 -0.98723 1.00478 -0.90 -0.66 -2.81
Br 0.44001 -1.10734 3.00526 0.27 0.26 -2.11
C 1.69991 -0.08898 0.38113 -1.94 -1.62 0.16
N 2.53772 0.59356 1.33239 1.44 0.85 -6.39
C 3.51471 1.31622 0.59119 -0.29 0.18 0.65
C 4.56956 2.17639 1.47293 -0.34 0.03 -0.20
C 5.91776 1.31756 1.74903 -0.55 0.68 0.02
C 6.61844 1.83926 3.09932 -1.20 0.26 -1.42
Br 7.95541 0.46142 3.64349 -0.71 0.95 -0.05
H 4.82633 5.05513 -0.42683 1.21 -0.32 -1.42
H 5.39973 5.76017 -2.04772 0.10 -1.44 1.07
H 6.43405 4.41057 -1.21904 -1.65 0.55 -0.40
H 4.74956 3.73519 -3.28179 -1.06 -0.09 1.76
H 5.22359 1.63025 -2.51960 -0.72 0.88 1.52
H 5.78156 2.36457 -0.93647 -1.62 -0.27 -0.69
H -0.19331 0.84892 -5.41765 1.07 -0.25 1.32
H -0.02787 1.43455 -3.63096 0.57 -0.75 -1.36
H 1.44864 1.55447 -4.72511 -1.52 -1.34 0.25
H -4.13133 -2.46783 -2.77829 1.39 0.29 0.94
H -3.68113 -3.03971 -1.07725 0.04 1.37 -1.24
H -3.58044 -1.24256 -1.49388 0.51 -1.43 -0.73
H -1.70953 -5.09779 -1.53896 0.82 0.74 -1.01
H -1.56651 -4.99343 -3.37832 0.40 1.07 1.58
H -0.07238 -4.65763 -2.37792 -1.90 0.39 0.18
H -1.22549 -3.10790 1.91533 -0.36 1.24 -1.56
H -1.83616 -3.53488 0.24316 0.31 1.51 1.01
H -1.93916 -0.09160 1.79132 -0.86 -1.00 -0.84
H -2.66762 -0.06621 0.08207 0.15 -1.02 1.10
H -4.98978 0.32800 -0.16008 0.59 1.05 0.92
H -4.04427 1.85296 0.54290 -0.38 -1.49 0.08
H -6.28088 0.70291 2.38238 0.51 0.99 -1.53
H -5.86634 2.47429 1.95177 0.04 -1.80 -0.45
H -7.11264 2.36718 0.17316 -0.08 -1.20 0.56
H 4.84165 3.16818 0.94247 -0.54 -1.70 0.70
H 4.08202 2.50387 2.46995 0.59 -0.88 -1.62
H 5.60538 0.21649 1.78547 0.75 1.56 0.16
H 6.64077 1.50596 0.88411 -0.95 -0.61 1.16
H 5.78193 1.99132 3.87791 1.79 -0.38 -0.90
H 7.15560 2.82573 2.84136 -0.74 -1.65 0.81
C 4.70869 1.19167 -6.57934 0.08 -0.12 -0.04
C 3.56382 2.15938 -6.82594 0.15 -0.14 -0.02
O 3.93572 3.29410 -7.59520 -0.02 0.28 0.07
C 4.42783 3.03657 -8.90435 -0.03 -0.08 0.00
C 3.43255 2.31612 -9.79552 -0.09 -0.05 0.05
H 5.54157 1.70052 -6.08550 -0.07 0.01 -0.01
H 4.37743 0.36438 -5.94623 -0.04 0.09 -0.02
H 5.09068 0.76751 -7.51067 -0.06 -0.03 0.04
H 3.21368 2.53821 -5.86149 0.04 0.21 -0.13
H 2.71041 1.65157 -7.28593 0.03 -0.09 -0.03
H 5.37713 2.49296 -8.84871 -0.03 -0.09 -0.03
H 4.65758 4.00989 -9.34566 -0.06 0.03 0.23
H 3.18037 1.32713 -9.40847 0.04 0.00 -0.08
H 3.84591 2.18643 -10.79921 -0.03 0.03 0.07
H 2.50302 2.88585 -9.87018 0.06 -0.06 -0.02
C 9.31947 9.76408 -1.23730 0.02 0.06 -0.16
C 8.90754 8.35833 -0.83328 0.02 0.12 -0.02
O 7.97132 7.76469 -1.72100 -0.22 -0.13 0.04
C 8.39188 7.60162 -3.06991 0.05 0.02 0.04
C 9.62266 6.72611 -3.22024 0.13 -0.02 0.07
H 8.44293 10.41249 -1.31757 0.06 -0.06 0.06
H 10.00261 10.18787 -0.49708 -0.06 -0.04 -0.03
H 9.82583 9.77749 -2.20509 0.06 0.00 0.09
H 8.42188 8.40401 0.14496 -0.13 -0.13 -0.16
H 9.78142 7.71043 -0.71362 0.08 0.03 -0.05
H 8.54135 8.58041 -3.53772 0.09 -0.01 -0.01
H 7.55835 7.13292 -3.59939 -0.06 0.07 0.21
H 10.49319 7.15764 -2.72252 0.00 0.02 -0.09
H 9.87119 6.59896 -4.27699 -0.05 0.00 0.08
H 9.44749 5.74093 -2.78012 -0.02 0.05 -0.06
C -4.94759 0.55885 5.90615 -0.07 0.04 0.11
C -4.99798 1.90720 5.20832 0.06 -0.18 0.04
O -6.27622 2.52470 5.26147 -0.15 0.13 -0.17
C -6.78639 2.81183 6.55720 0.04 -0.07 -0.01
C -5.90678 3.75212 7.36112 0.15 0.04 0.02
H -5.69055 -0.12084 5.48171 0.10 0.05 0.04
H -3.95739 0.10960 5.79515 -0.06 0.03 -0.05
H -5.15714 0.64544 6.97446 0.05 -0.05 -0.05
H -4.76645 1.76133 4.14987 -0.17 0.12 0.04
H -4.23212 2.58376 5.60095 0.03 0.00 0.09
H -6.97375 1.88031 7.10201 0.08 0.00 0.07
H -7.76209 3.28152 6.40845 0.09 -0.07 -0.20
H -4.92151 3.32338 7.55409 -0.06 -0.02 0.07
H -6.36988 3.97275 8.32642 0.01 -0.01 -0.08
H -5.75660 4.69079 6.82140 -0.05 -0.05 0.04
C -9.13765 -2.49419 7.21903 -0.03 -0.04 0.16
C -7.76888 -2.28056 6.59461 -0.10 -0.01 0.04
O -6.82788 -1.69087 7.47964 0.10 0.19 0.03
C -6.53076 -2.41775 8.66529 -0.04 -0.07 -0.08
C -5.95119 -3.79585 8.40349 -0.03 -0.09 -0.08
H -9.54135 -1.54868 7.59110 0.03 -0.05 -0.08
H -9.83175 -2.90621 6.48235 0.06 0.05 0.03
H -9.09642 -3.18679 8.06283 -0.02 -0.04 -0.09
H -7.87325 -1.59417 5.75008 0.18 0.06 0.14
H -7.37201 -3.21467 6.18534 -0.04 -0.07 0.04
H -7.41944 -2.47538 9.30313 -0.02 -0.09 0.00
H -5.79604 -1.82453 9.21617 -0.07 0.13 -0.19
H -6.65336 -4.43833 7.86852 -0.02 -0.01 0.09
H -5.70008 -4.28793 9.34663 0.05 0.05 -0.09
H -5.04601 -3.72109 7.79562 -0.03 0.01 0.10
C 1.05642 -8.43872 0.18965 0.12 -0.07 -0.07
C -0.31877 -8.15714 -0.39229 0.12 -0.02 0.02
O -0.30281 -7.90952 -1.79035 -0.09 0.19 -0.10
C 0.18647 -8.96021 -2.61470 -0.01 -0.02 0.04
C -0.60993 -10.24678 -2.49448 -0.08 -0.08 0.11
H 1.73806 -7.60960 -0.01829 -0.08 -0.03 0.04
H 0.99080 -8.57584 1.27187 -0.01 0.03 -0.07
H 1.50082 -9.34172 -0.23492 -0.05 0.00 0.09
H -0.71942 -7.25517 0.07825 -0.03 0.01 -0.23
H -1.01926 -8.96449 -0.15730 0.04 -0.08 0.02
H 1.24946 -9.13102 -2.41421 -0.01 -0.09 0.04
H 0.12279 -8.60045 -3.64469 -0.05 0.17 0.16
H -0.56603 -10.66066 -1.48519 0.06 -0.04 -0.05
H -0.21852 -11.00102 -3.18196 -0.03 0.08 0.03
H -1.66212 -10.06888 -2.73104 0.08 0.00 -0.03
C -1.06749 -5.65368 11.77933 -0.06 -0.02 0.16
C -1.79957 -4.96215 10.64132 0.06 -0.06 0.08
O -3.20640 -5.15266 10.67362 -0.18 -0.06 -0.11
C -3.88441 -4.67569 11.83006 0.11 0.02 -0.04
C -3.72573 -3.18257 12.05243 0.10 0.10 -0.01
H -1.28268 -6.72557 11.77862 0.03 0.08 -0.05
H 0.01152 -5.51252 11.67898 -0.08 -0.01 -0.02
H -1.36635 -5.26082 12.75382 0.09 0.04 -0.04
H -1.45104 -5.38298 9.69466 -0.25 0.02 0.01
H -1.56126 -3.89445 10.61030 0.03 0.03 0.08
H -3.56958 -5.24459 12.71133 0.04 0.08 0.05
H -4.94427 -4.89944 11.68334 0.13 -0.11 -0.17
H -2.68393 -2.90417 12.22236 -0.05 -0.01 0.07
H -4.30274 -2.86527 12.92491 0.02 -0.04 -0.08
H -4.07603 -2.62633 11.17891 -0.02 -0.05 0.06
C -0.78481 0.68139 -13.07232 0.05 0.09 -0.14
C -0.82575 1.16216 -11.63136 0.02 -0.06 -0.10
O 0.19662 2.09595 -11.31608 0.16 0.03 0.15
C 0.19927 3.30794 -12.05970 -0.06 -0.06 0.01
C -1.07569 4.11709 -11.90588 -0.15 -0.02 0.02
H 0.18753 0.23691 -13.30089 -0.08 0.00 0.06
H -1.56205 -0.06695 -13.24591 0.06 0.04 0.04
H -0.94483 1.49900 -13.77890 -0.08 -0.06 0.02
H -0.67581 0.30338 -10.97199 0.14 0.20 0.06
H -1.80792 1.57506 -11.38119 -0.05 0.03 -0.08
H 0.41387 3.10157 -13.11370 -0.09 0.03 -0.04
H 1.03958 3.89856 -11.68572 0.00 -0.21 0.09
H -1.94801 3.57869 -12.28143 0.03 0.06 -0.06
H -0.99859 5.05598 -12.46029 0.02 -0.07 0.05
H -1.25898 4.34560 -10.85284 0.05 0.01 -0.07

---

27
Properties=species:S:1:pos:R:3:forces:R:3 method="wB97M-V/def2-TZVPD" total_charge=0 homo_lumo_gap_ev=8.27 fmax_ev_per_a=0.86 homo_energy_ev=-7.55 molar_mass_g_mol=187.242 e_above_lowest_kj_mol=12.7 e_lumo_ev=0.72
C -2.58402 -1.36511 2.13801 -0.14 -0.18 0.03
C -2.40877 -2.17679 1.04334 -0.07 0.01 0.08
C -1.88580 -0.16013 2.29026 0.21 0.23 -0.05
C -1.03678 -2.32264 -1.16787 0.10 -0.06 -0.22
C -0.10776 -1.45849 -1.66811 -0.10 -0.29 -0.27
C -1.49348 -1.77890 0.06346 0.17 0.44 0.24
C -0.78495 -0.57009 0.23515 -0.35 -0.14 0.30
C -0.97713 0.25675 1.34042 -0.21 -0.12 0.22
C 0.98851 0.66514 -0.94276 0.66 0.14 -0.54
C 0.51704 1.81920 -1.77443 0.12 -0.09 0.16
C 3.28452 1.51064 -0.30319 -0.16 -0.03 -0.09
C 2.15960 0.53290 -0.33300 -0.02 -0.11 -0.11
N 0.04829 -0.39345 -0.82928 0.00 -0.03 0.23
O -0.26371 1.42298 1.40871 -0.17 0.20 0.37
H -3.27984 -1.65213 2.91290 -0.07 -0.03 0.04
H -2.96339 -3.09632 0.93958 -0.06 -0.10 0.01
H -2.06535 0.45330 3.16419 0.01 0.06 0.05
H -1.35494 -3.24191 -1.61827 -0.03 -0.16 -0.13
H 0.46665 -1.51947 -2.57359 0.12 0.00 -0.11
H -0.03073 1.44772 -2.63913 -0.02 0.03 -0.06
H 1.34490 2.43192 -2.11396 0.04 0.11 -0.06
H -0.15708 2.43941 -1.18522 -0.12 0.08 0.01
H 3.41352 1.89000 0.70973 0.08 0.07 0.08
H 3.11610 2.35291 -0.96678 0.05 0.10 -0.03
H 4.21015 1.01322 -0.59214 0.09 0.06 0.01
H -0.48725 1.87723 2.23241 0.00 -0.11 -0.17
H 2.33169 -0.37789 0.22957 -0.13 -0.09 0.01

---

49
Properties=species:S:1:pos:R:3:forces:R:3 method="wB97M-V/def2-TZVPD" total_charge=-1 homo_lumo_gap_ev="2.78 / 2.82" fmax_ev_per_a=7.97 homo_energy_ev="-0.09 / -0.16" molar_mass_g_mol=554.785 e_lumo_ev="2.68 / 2.66"
Tl 0.87652 2.69439 0.00001 -4.77 0.35 -0.70
N -0.35628 0.97269 0.00001 -3.23 -4.27 0.05
P -1.34218 -0.36421 0.00951 4.62 6.49 0.15
C -0.28398 -1.79581 -0.02189 -0.25 -1.78 0.07
C 0.81802 -1.83391 -0.88939 0.11 -0.09 -0.17
C 1.64572 -2.95581 -0.94779 -0.38 0.21 0.18
C 1.37922 -4.05961 -0.14139 -0.11 0.00 0.11
C 0.28282 -4.04231 0.71721 0.09 0.12 -0.04
C -0.54638 -2.92041 0.77311 0.27 -0.17 -0.17
C -2.34798 -0.34841 -1.45719 -1.40 -0.94 -0.83
C -2.45518 0.78669 -2.27179 -0.02 0.11 -0.06
C -3.24768 0.76809 -3.42169 0.07 -0.29 0.26
C -3.94938 -0.38381 -3.76879 0.07 -0.01 0.10
C -3.85808 -1.51881 -2.96769 0.10 0.02 0.09
C -3.06128 -1.50121 -1.82199 -0.16 0.25 -0.33
C -2.29678 -0.24741 1.50351 -1.03 -1.18 0.42
C -1.64438 -0.24831 2.74721 0.00 -0.11 0.34
C -2.36758 -0.15971 3.93741 0.13 0.03 -0.52
C -3.75558 -0.06121 3.90141 -0.17 0.01 -0.01
C -4.41798 -0.04801 2.67621 0.29 0.14 -0.12
C -3.69318 -0.13841 1.48551 -0.25 0.02 0.36
H 1.03262 -0.98341 -1.53369 -0.13 0.03 0.29
H 2.49552 -2.96891 -1.62489 -0.12 0.04 0.08
H 2.02282 -4.93401 -0.18619 -0.07 0.08 0.02
H 0.06972 -4.90571 1.34301 0.03 0.11 -0.07
H -1.40398 -2.93431 1.44141 0.07 0.09 -0.08
H -1.91838 1.69829 -2.02029 0.10 -0.28 0.24
H -3.31498 1.65439 -4.04749 0.04 -0.11 0.13
H -4.56508 -0.39721 -4.66419 0.06 -0.01 0.09
H -4.40378 -2.41971 -3.23589 0.06 0.09 0.03
H -2.99748 -2.39751 -1.20849 0.04 0.10 -0.04
H -0.55888 -0.31891 2.78911 -0.17 0.05 -0.14
H -1.84608 -0.16361 4.89111 -0.03 0.00 -0.15
H -4.32068 0.01159 4.82671 0.05 -0.01 -0.10
H -5.50118 0.03799 2.64541 0.13 -0.01 -0.02
H -4.23468 -0.11481 0.54311 0.15 -0.08 0.05
C 6.42262 2.48869 -0.87069 -0.36 -0.20 -0.52
N 5.24302 2.68149 -0.05439 -1.21 -0.23 -0.17
C 5.37342 3.01329 1.34991 -0.45 0.03 0.20
C 3.98312 2.55229 -0.60169 1.72 0.16 0.01
O 2.92692 2.69439 0.00001 6.34 0.39 0.63
H 7.33722 2.62619 -0.28879 -0.29 -0.02 -0.09
H 6.40032 3.20609 -1.69649 0.30 -0.05 -0.03
H 6.40032 1.47769 -1.28829 0.32 0.07 -0.04
H 6.42322 3.08309 1.64531 -0.13 -0.04 -0.19
H 4.87672 2.24039 1.94441 0.06 0.21 0.10
H 4.87672 3.97049 1.53571 0.03 -0.09 0.19
H 4.01042 2.29869 -1.67509 -0.03 0.02 0.21
H -0.20778 4.20869 0.00001 -0.47 0.69 0.21